Computed, not measured: one molecule with the formula C5H8Br2O at a distorted geometry, with ωB97M-V/def2-TZVPD.

Each line ends with the Löwdin charge.
Geometry (Å):
Br  2.99213  -0.87375  -0.26145  0.740
Br  0.36565  2.92244  0.15071  0.619
O  2.23964  1.24026  1.41179  -0.127
C  -0.40716  -1.11363  0.89481  0.046
C  -0.26346  0.34111  -1.15285  -0.255
C  0.99129  1.07418  -0.68291  -0.575
C  -1.10374  -0.13243  0.04320  -0.288
C  1.73864  0.42705  0.41502  -0.801
H  -0.81291  -1.32136  1.81844  0.028
H  1.99044  0.79387  2.20836  0.092
H  -1.01103  0.91068  -1.77156  0.129
H  1.76774  1.23791  -1.40935  0.077
H  -2.01111  -0.66634  -0.21191  0.108
H  -1.44060  0.85744  0.46901  0.093
H  0.41304  -1.74689  0.62270  0.023
H  0.15060  -0.40911  -1.76609  0.091

Energy: -147443.133 eV
HOMO energy (alpha / beta): -0.309 / -0.303 hartree
HOMO-LUMO gap (alpha / beta): 8.6 / 8.1 eV
Relative energy (zero: lowest compared OMol25 entry of this formula, charge and spin): 3.406 eV